{
  "formula": "C3H2O2S",
  "method": "wB97M-V/def2-TZVPD",
  "fmax_ev_per_a": 2.62,
  "orbital_gap_ev": 7.3,
  "smiles": "O=CC(=O)C=S",
  "charge": 0,
  "de_lowest_kcal_mol": 30.1,
  "lumo_energy_ev": -2.2,
  "species": ["O", "C", "C", "O", "C", "S", "H", "H"],
  "xyz": [[2.255, -1.085, 0.003], [1.939, 0.079, -0.016], [0.493, 0.508, -0.001], [0.238, 1.715, 0.003], [-0.530, -0.576, -0.009], [-2.118, -0.278, 0.000], [2.657, 0.913, 0.050], [-0.123, -1.575, 0.056]],
  "mulliken_charge": [-0.45, -0.01, 0.64, -0.48, -0.28, -0.11, 0.37, 0.32]
}

{
  "formula": "C8H14CuN6S",
  "method": "wB97M-V/def2-TZVPD",
  "fmax_ev_per_a": 0.36,
  "orbital_gap_ev": 7.6,
  "charge": 1,
  "lumo_energy_ev": -3.3,
  "species": ["Cu", "C", "C", "N", "N", "C", "N", "S", "C", "C", "C", "C", "C", "N", "H", "H", "H", "H", "H", "H", "H", "H", "H", "H", "N", "N", "H", "H", "H", "H"],
  "xyz": [[-0.663, -0.415, -1.350], [1.920, -0.711, 2.225], [0.893, -0.464, 1.160], [0.897, -1.017, 0.017], [1.795, -1.931, -0.384], [1.519, -2.602, -1.551], [2.424, -3.525, -1.887], [0.164, -2.309, -2.497], [-0.287, 0.436, 1.366], [-0.347, 1.345, 2.408], [-1.485, 2.121, 2.565], [-2.542, 1.949, 1.691], [-2.405, 1.021, 0.670], [-1.303, 0.291, 0.491], [2.135, -1.779, 2.310], [1.586, -0.375, 3.201], [2.853, -0.195, 1.984], [2.569, -2.208, 0.203], [3.252, -3.707, -1.346], [2.277, -4.045, -2.736], [0.484, 1.457, 3.090], [-1.547, 2.842, 3.371], [-3.460, 2.510, 1.799], [-3.218, 0.831, -0.021], [-2.002, 1.740, -2.931], [-0.683, 1.273, -2.618], [-1.963, 2.627, -3.421], [-2.501, 1.881, -2.064], [-0.089, 2.016, -2.262], [-0.270, 0.944, -3.482]],
  "mulliken_charge": [-0.31, -1.63, 1.03, -0.07, -0.18, 0.65, -0.37, -0.30, 0.50, -0.69, -0.39, -0.70, -0.25, -0.30, 0.45, 0.38, 0.37, 0.29, 0.19, 0.23, 0.30, 0.44, 0.40, 0.67, -0.47, -0.31, 0.25, 0.23, 0.26, 0.32]
}

{
  "formula": "CH3F2N4O",
  "method": "wB97M-V/def2-TZVPD",
  "fmax_ev_per_a": 3.38,
  "orbital_gap_ev": [7.5, 7.5],
  "charge": 1,
  "de_lowest_kcal_mol": 31.2,
  "lumo_energy_ev": [-6.6, -6.6],
  "species": ["C", "N", "N", "N", "N", "O", "F", "F", "H", "H", "H"],
  "xyz": [[0.137, 0.095, -0.549], [-1.581, 0.718, -2.191], [-0.759, 0.104, -1.556], [-0.231, 0.156, 0.681], [0.942, -0.584, 2.027], [1.331, 0.218, -1.085], [0.312, -1.545, 2.563], [0.958, 0.410, 2.930], [-1.977, 0.325, -3.109], [-1.278, 0.120, 0.808], [2.146, -0.017, -0.519]],
  "mulliken_charge": [0.63, -0.44, 0.23, -0.27, 0.32, -0.42, -0.02, -0.05, 0.33, 0.28, 0.41]
}

{
  "formula": "C78H198N10O26",
  "method": "wB97M-V/def2-TZVPD",
  "fmax_ev_per_a": 2.21,
  "orbital_gap_ev": 8.9,
  "charge": 0,
  "lumo_energy_ev": 0.7,
  "species": ["C", "C", "C", "O", "H", "H", "H", "H", "H", "H", "H", "H", "C", "C", "C", "O", "H", "H", "H", "H", "H", "H", "H", "H", "C", "C", "C", "O", "H", "H", "H", "H", "H", "H", "H", "H", "C", "C", "C", "O", "H", "H", "H", "H", "H", "H", "H", "H", "C", "C", "C", "O", "H", "H", "H", "H", "H", "H", "H", "H", "C", "C", "C", "O", "H", "H", "H", "H", "H", "H", "H", "H", "C", "O", "C", "C", "N", "C", "C", "O", "C", "H", "H", "H", "H", "H", "H", "H", "H", "H", "H", "H", "H", "H", "H", "H", "C", "O", "C", "C", "N", "C", "C", "O", "C", "H", "H", "H", "H", "H", "H", "H", "H", "H", "H", "H", "H", "H", "H", "H", "C", "O", "C", "C", "N", "C", "C", "O", "C", "H", "H", "H", "H", "H", "H", "H", "H", "H", "H", "H", "H", "H", "H", "H", "C", "O", "C", "C", "N", "C", "C", "O", "C", "H", "H", "H", "H", "H", "H", "H", "H", "H", "H", "H", "H", "H", "H", "H", "C", "O", "C", "C", "N", "C", "C", "O", "C", "H", "H", "H", "H", "H", "H", "H", "H", "H", "H", "H", "H", "H", "H", "H", "C", "O", "C", "C", "N", "C", "C", "O", "C", "H", "H", "H", "H", "H", "H", "H", "H", "H", "H", "H", "H", "H", "H", "H", "C", "O", "C", "C", "N", "C", "C", "O", "C", "H", "H", "H", "H", "H", "H", "H", "H", "H", "H", "H", "H", "H", "H", "H", "C", "O", "C", "C", "N", "C", "C", "O", "C", "H", "H", "H", "H", "H", "H", "H", "H", "H", "H", "H", "H", "H", "H", "H", "C", "O", "C", "C", "N", "C", "C", "O", "C", "H", "H", "H", "H", "H", "H", "H", "H", "H", "H", "H", "H", "H", "H", "H", "C", "O", "C", "C", "N", "C", "C", "O", "C", "H", "H", "H", "H", "H", "H", "H", "H", "H", "H", "H", "H", "H", "H", "H"],
  "xyz": [[22.049, 12.422, 11.843], [23.201, 11.849, 11.024], [23.759, 12.818, 10.033], [24.205, 11.376, 11.921], [21.629, 11.583, 12.416], [21.303, 12.863, 11.150], [22.331, 13.119, 12.645], [22.778, 10.970, 10.525], [23.083, 13.271, 9.312], [24.516, 12.312, 9.421], [24.260, 13.597, 10.616], [25.026, 11.252, 11.434], [18.190, 17.000, 14.715], [17.588, 16.101, 15.785], [16.157, 15.736, 15.362], [18.326, 14.919, 15.948], [17.647, 17.950, 14.563], [18.334, 16.490, 13.772], [19.171, 17.343, 15.090], [17.656, 16.649, 16.746], [16.255, 15.353, 14.329], [15.461, 16.562, 15.450], [15.729, 14.910, 15.907], [19.217, 15.222, 16.186], [18.549, 19.470, 23.166], [17.933, 18.707, 21.978], [18.771, 18.813, 20.686], [17.895, 17.313, 22.390], [18.385, 20.545, 23.033], [19.643, 19.365, 23.258], [17.972, 19.194, 24.047], [16.915, 19.104, 21.833], [18.663, 19.806, 20.237], [18.450, 18.086, 19.928], [19.822, 18.752, 20.937], [17.661, 16.770, 21.637], [21.533, 15.691, 9.118], [20.327, 16.449, 9.691], [19.781, 15.722, 10.952], [20.717, 17.769, 10.026], [21.295, 14.634, 8.982], [22.327, 15.725, 9.892], [21.918, 16.223, 8.231], [19.508, 16.576, 8.984], [19.328, 14.775, 10.637], [19.015, 16.341, 11.419], [20.567, 15.586, 11.707], [21.404, 17.703, 10.692], [26.247, 16.353, 16.908], [26.209, 15.640, 18.234], [27.564, 15.214, 18.795], [25.527, 16.562, 19.114], [26.838, 15.825, 16.167], [26.628, 17.368, 17.049], [25.228, 16.374, 16.516], [25.599, 14.732, 18.135], [27.436, 14.874, 19.830], [28.190, 16.126, 18.864], [28.053, 14.489, 18.157], [25.296, 16.080, 19.916], [22.821, 14.166, 16.747], [22.036, 15.310, 16.073], [21.453, 14.925, 14.711], [20.930, 15.648, 16.894], [23.139, 14.521, 17.725], [23.735, 14.010, 16.159], [22.268, 13.255, 16.951], [22.737, 16.171, 15.968], [21.009, 15.822, 14.288], [20.703, 14.140, 14.761], [22.221, 14.587, 14.010], [21.301, 15.960, 17.750], [26.680, 15.592, 11.275], [25.574, 16.449, 11.097], [24.585, 16.309, 12.051], [23.994, 17.641, 12.350], [23.453, 18.189, 11.116], [23.027, 19.576, 11.101], [24.150, 20.600, 11.010], [24.976, 20.588, 12.182], [25.989, 21.562, 12.111], [26.282, 14.615, 10.970], [26.920, 15.574, 12.337], [27.506, 15.815, 10.602], [25.007, 15.924, 12.975], [23.829, 15.640, 11.643], [24.772, 18.271, 12.780], [23.203, 17.481, 13.087], [24.140, 17.999, 10.392], [22.367, 19.711, 11.950], [22.506, 19.736, 10.153], [23.765, 21.615, 10.898], [24.787, 20.321, 10.166], [25.561, 22.571, 12.010], [26.672, 21.422, 11.270], [26.584, 21.479, 13.020], [23.914, 19.653, 16.247], [22.712, 20.407, 16.210], [22.139, 20.210, 14.906], [20.889, 21.062, 14.813], [20.389, 20.957, 13.459], [19.548, 19.829, 13.286], [18.786, 19.989, 11.989], [17.945, 21.092, 12.064], [17.008, 20.945, 11.028], [24.234, 19.816, 17.282], [24.627, 20.149, 15.602], [23.895, 18.620, 15.930], [21.961, 19.150, 14.702], [22.848, 20.558, 14.137], [21.149, 22.080, 15.092], [20.144, 20.660, 15.484], [19.763, 21.721, 13.224], [18.886, 19.635, 14.121], [20.126, 18.903, 13.129], [18.347, 19.022, 11.727], [19.487, 20.124, 11.142], [16.474, 19.994, 11.145], [17.523, 20.843, 10.073], [16.308, 21.776, 11.042], [18.764, 12.038, 17.744], [19.849, 11.138, 18.007], [20.412, 11.470, 19.280], [21.873, 11.166, 19.292], [22.029, 9.739, 19.218], [23.323, 9.233, 18.831], [24.226, 9.155, 20.081], [24.627, 10.441, 20.420], [25.486, 10.442, 21.552], [17.956, 11.978, 18.464], [18.359, 11.679, 16.799], [19.101, 13.070, 17.627], [19.890, 10.925, 20.075], [20.255, 12.511, 19.538], [22.344, 11.563, 20.197], [22.350, 11.714, 18.466], [21.393, 9.362, 18.550], [23.816, 9.834, 18.053], [23.168, 8.195, 18.541], [25.101, 8.496, 19.921], [23.646, 8.640, 20.867], [24.987, 9.977, 22.405], [25.767, 11.467, 21.823], [26.402, 9.883, 21.306], [33.092, 13.309, 15.906], [32.264, 12.447, 16.635], [32.435, 12.397, 18.028], [31.563, 11.346, 18.562], [30.189, 11.787, 18.429], [29.385, 10.683, 18.966], [27.958, 11.033, 18.841], [27.631, 11.302, 17.490], [26.262, 11.486, 17.296], [32.906, 14.348, 16.191], [32.860, 13.168, 14.853], [34.122, 13.001, 16.036], [32.179, 13.353, 18.473], [33.489, 12.172, 18.243], [31.761, 11.269, 19.640], [31.759, 10.404, 18.060], [29.963, 11.960, 17.461], [29.581, 10.604, 20.036], [29.579, 9.732, 18.486], [27.637, 11.867, 19.478], [27.326, 10.185, 19.204], [25.745, 12.291, 17.848], [25.794, 10.539, 17.580], [26.148, 11.545, 16.205], [22.125, 10.330, 15.130], [23.513, 10.093, 15.070], [23.947, 8.710, 14.920], [25.399, 8.680, 14.596], [25.562, 9.122, 13.210], [26.967, 9.368, 13.005], [27.363, 9.597, 11.583], [26.923, 10.895, 11.143], [27.241, 11.204, 9.815], [21.642, 10.107, 14.167], [22.115, 11.405, 15.281], [21.586, 9.833, 15.944], [23.347, 8.336, 14.106], [23.739, 8.164, 15.855], [25.786, 7.669, 14.611], [25.931, 9.254, 15.363], [25.077, 10.006, 13.063], [27.512, 8.453, 13.247], [27.270, 10.146, 13.703], [26.896, 8.808, 10.963], [28.459, 9.553, 11.468], [26.818, 10.419, 9.184], [28.323, 11.270, 9.691], [26.765, 12.144, 9.539], [13.451, 18.560, 22.000], [13.641, 17.219, 22.410], [14.473, 17.098, 23.569], [14.792, 15.649, 23.862], [15.767, 15.101, 22.958], [15.317, 14.848, 21.629], [16.529, 14.381, 20.838], [17.296, 15.459, 20.398], [18.273, 15.130, 19.401], [12.944, 18.583, 21.044], [14.387, 19.112, 21.826], [12.884, 19.131, 22.735], [13.898, 17.498, 24.385], [15.377, 17.702, 23.481], [13.878, 15.045, 23.804], [15.188, 15.550, 24.871], [16.560, 15.741, 22.957], [14.878, 15.720, 21.134], [14.505, 14.124, 21.578], [16.158, 13.847, 19.949], [17.107, 13.716, 21.504], [18.830, 16.043, 19.137], [17.786, 14.782, 18.473], [18.891, 14.397, 19.925], [22.204, 20.436, 21.559], [22.032, 19.171, 20.944], [22.449, 19.198, 19.595], [21.770, 18.011, 18.862], [22.253, 16.732, 19.240], [21.887, 16.202, 20.591], [22.481, 14.835, 20.732], [23.906, 14.975, 20.898], [24.457, 13.669, 20.980], [23.281, 20.653, 21.551], [21.728, 20.290, 22.538], [21.655, 21.198, 20.974], [23.523, 19.018, 19.533], [22.213, 20.180, 19.128], [21.967, 18.139, 17.803], [20.700, 18.018, 19.002], [23.272, 16.690, 19.233], [20.802, 16.078, 20.641], [22.260, 16.897, 21.336], [22.308, 14.264, 19.805], [22.107, 14.268, 21.574], [25.532, 13.819, 21.120], [24.301, 13.065, 20.096], [24.011, 13.119, 21.823], [18.784, 9.137, 13.613], [19.326, 10.395, 13.171], [18.865, 11.478, 13.981], [18.368, 12.615, 13.035], [17.244, 12.219, 12.205], [16.018, 11.871, 12.926], [14.943, 11.514, 11.908], [15.117, 10.155, 11.567], [15.821, 9.896, 10.376], [19.044, 8.858, 14.641], [19.062, 8.388, 12.886], [17.695, 9.168, 13.600], [19.712, 11.843, 14.548], [17.999, 11.121, 14.560], [19.152, 12.914, 12.339], [18.104, 13.393, 13.738], [17.448, 11.426, 11.637], [15.740, 12.765, 13.500], [16.065, 11.102, 13.733], [15.090, 12.165, 11.039], [13.945, 11.610, 12.329], [15.646, 10.708, 9.672], [15.356, 9.014, 9.936], [16.886, 9.776, 10.587], [26.071, 13.110, 13.798], [27.097, 13.831, 14.439], [28.360, 13.167, 14.383], [29.369, 14.206, 14.827], [29.480, 15.239, 13.809], [30.155, 16.402, 14.270], [29.914, 17.474, 13.248], [28.545, 17.745, 13.253], [28.176, 18.695, 12.274], [25.775, 12.287, 14.447], [26.431, 12.706, 12.856], [25.192, 13.708, 13.617], [28.473, 12.772, 13.354], [28.454, 12.345, 15.091], [30.352, 13.768, 15.023], [28.991, 14.528, 15.824], [28.483, 15.431, 13.639], [31.235, 16.286, 14.355], [29.862, 16.736, 15.274], [30.251, 17.106, 12.252], [30.515, 18.355, 13.459], [28.470, 18.312, 11.288], [28.767, 19.583, 12.470], [27.097, 18.742, 12.311], [15.910, 20.733, 14.593], [16.092, 19.777, 15.599], [16.129, 20.282, 16.876], [16.205, 19.152, 17.832], [14.981, 18.394, 17.795], [15.016, 17.221, 18.705], [13.725, 16.472, 18.690], [13.443, 16.038, 17.385], [12.302, 15.212, 17.222], [16.018, 20.222, 13.639], [16.772, 21.416, 14.654], [14.956, 21.275, 14.614], [15.294, 20.943, 17.120], [17.009, 20.942, 16.931], [16.265, 19.546, 18.852], [17.064, 18.498, 17.646], [14.790, 18.075, 16.854], [15.224, 17.525, 19.730], [15.848, 16.568, 18.432], [12.895, 17.107, 19.031], [13.815, 15.568, 19.302], [12.369, 14.905, 16.174], [11.443, 15.804, 17.549], [12.311, 14.361, 17.897]],
  "mulliken_charge": [0.28, 0.74, -1.63, -0.32, 0.02, 0.31, -0.79, 0.23, 0.40, 0.40, 0.36, -0.24, -0.57, 2.72, -1.89, 0.11, 0.26, -0.47, -0.01, -1.18, 0.38, 0.14, 0.51, -0.76, -1.64, 1.40, 0.09, -0.67, 0.41, 0.14, 0.49, -0.33, 0.52, -0.53, -0.28, 0.13, -0.71, -0.19, -0.21, -0.54, 0.46, -0.24, 0.35, 0.50, 0.58, 0.07, -0.40, 0.12, 0.13, 2.73, -1.43, -0.75, -0.42, 0.53, -0.78, -1.05, 0.34, 0.37, 0.00, 0.24, 1.42, 3.18, 0.32, 0.95, -1.10, -0.09, -0.83, -1.23, -0.46, -0.24, -0.77, -1.15, 0.36, -0.65, 1.11, -0.04, 0.33, -0.23, -1.28, 0.04, -0.99, -0.21, -0.31, 0.35, 0.25, -0.81, 0.04, -0.42, 0.26, -0.14, 0.48, 0.58, 0.46, 0.34, 0.32, 0.24, -0.71, -0.52, 1.28, -1.14, -0.23, 0.96, -1.08, -0.45, -0.88, 0.26, 0.62, 0.05, -0.19, -0.26, 0.48, 0.20, 0.42, -0.03, -0.48, 0.55, 0.33, 0.33, 0.36, 0.28, -0.08, -0.30, 0.03, 0.49, -0.39, -0.04, -1.21, 0.26, -1.02, 0.47, -0.20, 0.01, 0.41, -0.34, 0.08, -0.27, 0.30, -0.23, 0.56, 0.54, 0.47, 0.30, 0.20, 0.39, -0.87, -0.29, -0.71, -0.60, -0.11, -1.14, 0.05, 0.01, 1.11, 0.32, 0.23, 0.38, 0.31, 0.49, 0.41, 0.35, 0.04, 0.41, 0.44, 0.15, -0.07, -0.38, 0.18, -1.06, -0.91, 0.84, -1.25, -0.03, -0.23, -0.05, -1.12, -0.08, -0.96, 0.38, -0.38, 0.27, 0.50, 0.36, 0.48, -0.09, 0.31, 0.57, -0.19, 0.42, 0.45, 0.34, 0.26, 0.26, -0.72, -0.31, -0.12, -1.11, -0.36, -0.38, -0.97, 1.01, 0.34, 0.22, 0.16, 0.40, 0.54, 0.02, 0.40, 0.45, 0.27, -0.07, 0.42, 0.42, 0.28, -0.75, 0.22, -0.01, -0.87, -0.12, -1.33, 0.17, 1.59, -0.46, 0.00, -0.53, -0.80, 0.28, 0.25, 0.32, 0.30, 0.69, 0.32, -0.16, -0.61, 0.01, 0.40, -0.31, 0.58, 0.30, 0.15, 0.56, -0.89, -0.39, 0.09, 0.57, -0.07, 0.09, -0.81, -0.39, -0.60, 0.25, 0.31, 0.33, -0.05, 0.54, -0.35, -0.61, 0.20, 0.12, 0.18, 0.39, 0.39, 0.32, 0.24, 0.19, 0.71, 1.09, -0.53, -0.21, -0.29, -0.51, -1.04, -0.05, -0.51, -0.96, 0.48, -0.66, 0.25, 0.29, -0.04, 0.05, -0.12, 0.38, 0.28, 0.38, 0.51, 0.36, 0.45, -0.27, -0.95, -0.07, -1.09, 1.00, -0.31, 0.96, -1.05, -0.18, -0.86, 0.17, 0.39, 0.35, 0.34, 0.39, 0.13, -0.57, 0.36, -0.07, -0.61, 0.37, 0.45, 0.20, 0.31, 0.33]
}

| no. | energy (Eh) |
| --- | --- |
| 1 | -664.118063 |
| 2 | -2680.246351 |
| 3 | -533.323317 |
| 4 | -5594.008648 |